No. 1
Entry from the OMol25 dataset: a cluster of 10 separate species, C28H58N6O8 in total (the ωB97M-V functional and the def2-TZVPD basis).

**Total energy**: -55292.7406 eV
**Structure (SMILES)**: CN(C)C=O.CN(C)C=O.CN(C)C=O.CN(C)C=O.CC(C)=O.CC(C)=O.CC(C)=O.CC(C)=O.CC#N.CC#N
**Frontier orbital gap**: 9.13 eV
**Relative energy (zero: lowest compared OMol25 entry of this formula, charge and spin)**: 0.00 kcal per mole
**Highest occupied orbital energy**: -9.06 eV
**Spin multiplicity**: 1

Geometry (Å):
C  -4.119  0.460  -4.727
N  -3.347  -0.233  -3.761
C  -1.842  -0.156  -3.846
C  -3.861  -1.023  -2.699
O  -5.041  -1.102  -2.427
H  -5.172  0.658  -4.526
H  -4.163  -0.144  -5.633
H  -3.732  1.434  -5.028
H  -1.448  -1.098  -3.467
H  -1.674  -0.184  -4.923
H  -1.341  0.765  -3.547
H  -3.070  -1.521  -2.118
C  -5.043  0.474  3.150
N  -3.980  0.849  4.116
C  -4.037  1.963  5.008
C  -2.895  0.048  4.135
O  -2.084  0.102  5.015
H  -4.978  1.188  2.329
H  -6.034  0.709  3.538
H  -4.965  -0.517  2.702
H  -3.147  2.221  5.582
H  -4.129  2.826  4.350
H  -4.885  1.989  5.693
H  -2.845  -0.683  3.314
C  1.251  -4.783  -6.123
N  1.405  -4.160  -4.821
C  2.097  -4.828  -3.808
C  0.966  -2.884  -4.645
O  1.202  -2.185  -3.635
H  1.266  -5.859  -5.947
H  2.093  -4.663  -6.804
H  0.348  -4.424  -6.616
H  2.949  -5.462  -4.055
H  2.409  -4.216  -2.962
H  1.351  -5.485  -3.361
H  0.589  -2.566  -5.629
C  4.863  4.443  1.043
N  4.103  3.208  1.081
C  2.790  3.335  0.474
C  4.680  2.130  1.524
O  4.118  1.091  1.488
H  5.215  4.757  0.060
H  5.831  4.438  1.544
H  4.320  5.276  1.489
H  2.174  2.464  0.699
H  2.161  4.171  0.779
H  2.920  3.377  -0.608
H  5.687  2.376  1.894
C  0.879  1.655  3.920
C  0.637  3.081  4.214
C  0.806  3.544  5.701
O  0.527  3.902  3.280
H  1.922  1.517  4.206
H  0.813  1.554  2.837
H  0.103  1.120  4.468
H  0.949  4.623  5.770
H  1.681  3.163  6.229
H  -0.088  3.164  6.195
C  0.287  -2.149  5.002
C  1.413  -3.021  5.674
C  2.133  -4.123  4.925
O  1.666  -2.786  6.887
H  -0.401  -1.704  5.720
H  -0.243  -2.750  4.263
H  0.768  -1.247  4.623
H  1.996  -5.168  5.206
H  3.178  -3.963  4.658
H  1.569  -4.280  4.006
C  3.101  3.150  -3.567
C  2.119  2.717  -4.687
C  1.990  1.232  -4.917
O  1.567  3.449  -5.460
H  3.949  2.466  -3.588
H  2.679  3.196  -2.563
H  3.523  4.138  -3.748
H  1.508  0.732  -4.077
H  2.969  0.783  -5.089
H  1.450  0.879  -5.796
C  -0.409  -1.034  1.214
C  -0.466  -0.662  -0.186
C  0.948  -0.549  -0.762
O  -1.429  -0.241  -0.750
H  0.551  -0.645  1.556
H  -0.425  -2.037  1.641
H  -1.298  -0.553  1.620
H  0.998  0.042  -1.676
H  1.415  -1.523  -0.909
H  1.579  -0.183  0.048
C  -0.924  -4.496  -1.072
C  -1.533  -4.397  0.296
N  -2.037  -4.350  1.340
H  -0.211  -5.273  -1.348
H  -0.351  -3.577  -1.189
H  -1.668  -4.372  -1.858
C  -2.715  2.630  -1.442
C  -4.025  3.042  -0.868
N  -5.064  3.235  -0.446
H  -1.864  2.702  -0.765
H  -2.580  3.213  -2.353
H  -2.894  1.581  -1.679

Cartesian forces, eV/Å:
-0.961 0.204 -1.405
1.674 -0.942 3.229
-1.764 -0.723 -1.872
-0.448 1.689 -1.456
0.511 -0.205 -0.202
0.125 -0.346 0.926
0.127 -0.025 -0.395
0.493 -0.009 0.322
0.321 0.540 0.406
0.347 -0.148 -0.252
-0.362 -0.113 0.809
-0.002 0.075 -0.166
0.092 2.350 -0.224
0.142 -2.431 -0.751
-0.718 1.829 -0.501
-1.358 0.062 -0.047
2.059 -0.072 0.952
0.053 -0.025 -0.426
0.027 -0.621 0.443
0.162 -0.020 0.663
0.171 -1.043 -0.182
-0.409 0.449 0.070
-0.110 -0.394 -0.046
-0.092 -0.014 -0.017
0.330 -0.684 0.206
-0.216 2.028 -1.306
-0.069 -1.587 2.418
2.124 0.423 1.077
-1.175 -1.316 -1.994
-0.718 -0.095 -0.150
0.248 0.580 0.102
-0.002 -0.314 0.092
-0.038 0.279 -0.730
-0.026 0.580 -0.497
0.146 -0.641 0.333
-0.662 0.753 0.473
0.698 0.956 0.060
-0.438 4.718 -0.736
-0.424 -1.218 -0.338
0.682 0.598 0.183
-0.669 -3.706 0.487
-0.679 -0.159 -0.581
-0.189 -0.723 0.606
-0.227 -0.082 -0.075
0.316 -0.189 -0.010
0.688 0.334 0.402
-0.099 0.077 -0.041
0.214 -0.625 0.209
-0.438 0.558 -0.325
1.621 3.129 -1.208
-0.330 -0.090 -1.142
-0.247 -1.464 2.255
-0.140 -0.714 0.367
-0.200 -0.350 0.119
0.466 -0.800 0.017
-0.697 0.017 -0.214
-0.029 -0.693 -0.374
0.002 0.343 0.432
1.236 -0.838 0.649
-0.379 1.271 4.176
-1.134 -0.498 -1.715
-0.373 -0.781 -3.537
0.045 -0.612 0.277
0.022 0.408 -0.252
0.140 -0.222 -0.736
0.277 0.242 1.539
-0.103 0.301 0.339
0.260 0.710 -0.769
-0.035 0.227 -0.691
0.507 -0.769 -0.309
0.160 -1.059 0.179
-0.143 1.172 0.205
-0.128 -0.198 0.268
-0.250 -0.395 -0.200
-0.321 0.103 -0.295
0.300 -0.098 0.292
0.282 0.020 0.576
-0.412 0.921 -0.116
-0.647 -0.109 2.169
2.765 -0.131 -1.102
-0.070 -0.255 -0.019
-1.421 0.184 -0.685
-0.459 0.318 0.658
-0.150 -0.444 -0.927
0.298 0.205 0.660
0.044 -0.121 0.127
-0.322 -0.288 -0.422
0.100 0.683 -0.347
-0.094 1.628 0.259
-0.104 -0.997 -0.039
0.754 0.115 -1.324
-0.460 -0.434 0.777
0.240 0.200 0.063
-0.309 -0.438 0.246
-1.334 0.002 0.005
1.973 -0.444 -0.283
-1.125 0.392 0.474
-0.294 0.204 0.033
0.308 -0.127 0.034
0.450 -0.035 -0.228



No. 2
Entry from the OMol25 dataset: a cluster of 2 separate species, C3H9NO in total (the ωB97M-V functional and the def2-TZVPD basis).

**Total energy**: -6792.5708 eV
**Structure (SMILES)**: C=CO.CN
**Frontier orbital gap**: 9.84 eV
**Relative energy (zero: lowest compared OMol25 entry of this formula, charge and spin)**: 57.30 kcal per mole
**Highest occupied orbital energy**: -9.07 eV
**Spin multiplicity**: 1

Geometry (Å):
C  -1.156  0.533  -1.390
C  -1.160  1.224  -0.200
O  -2.263  1.232  0.610
H  -0.407  0.778  -2.171
H  -2.010  -0.096  -1.706
H  -0.317  1.931  0.086
H  -2.434  2.127  0.870
C  1.136  -1.111  1.069
N  2.101  -1.075  -0.045
H  0.085  -1.200  0.704
H  1.279  -0.237  1.842
H  1.274  -2.108  1.533
H  1.816  -1.784  -0.764
H  2.055  -0.214  -0.438

Cartesian forces, eV/Å:
-0.100 1.434 1.229
0.463 0.056 -2.762
0.404 -1.030 -0.013
-0.205 -0.568 0.984
0.569 0.530 0.435
-1.087 -1.008 -0.353
-0.067 0.638 0.414
-0.320 -0.549 0.598
-0.403 -3.368 1.071
0.476 0.799 0.406
-0.249 -1.808 -1.619
0.171 0.758 0.465
0.403 1.067 0.948
-0.055 3.049 -1.802